{"formula": "C7H8F3N3O2", "method": "ωB97M-V/def2-TZVPD", "mol_weight_g_mol": 223.2, "orbital_gap_ev": 8.82, "homo_energy_ev": -9.039, "e_above_lowest_kcal_mol": 25.8, "fmax_ev_per_a": 4.90, "charge": 0, "elements": ["C", "C", "C", "C", "C", "C", "C", "N", "N", "N", "O", "O", "F", "F", "F", "H", "H", "H", "H", "H", "H", "H", "H"], "positions_angstrom": [[0.930, -2.011, 1.414], [0.378, -0.251, 2.818], [-1.645, 0.548, -1.497], [0.900, -1.363, 0.167], [-0.591, -0.013, 0.519], [-1.780, 1.539, -2.581], [2.018, -0.424, -0.180], [0.603, -1.593, 2.567], [-0.411, 0.514, 1.810], [-0.733, 0.884, -0.440], [0.732, 0.356, 3.763], [-1.988, -0.603, -1.624], [1.929, -0.117, -1.518], [1.905, 0.774, 0.388], [3.233, -0.949, 0.051], [1.205, -3.130, 1.316], [0.846, -1.957, -0.781], [-1.342, -0.801, 0.540], [-2.200, 1.036, -3.436], [-2.638, 2.146, -2.289], [-1.019, 2.191, -2.836], [-0.147, 1.508, 1.939], [-0.187, 1.714, -0.110]], "lowdin_charge": [-0.150, -0.501, -0.453, -0.053, -0.265, 0.013, -0.612, 0.166, 0.110, 0.101, 0.134, 0.100, 0.095, 0.132, 0.148, 0.152, 0.157, 0.145, 0.092, 0.097, 0.064, 0.146, 0.181]}